# 1
Molecular formula: CH3O6S3
Method: DFT, ωB97M-V/def2-TZVPD

Its net charge is -1. Its LUMO energy is 1.768 eV. As for the energy above the lowest of the compared OMol25 structures with the same formula, charge and spin: 52.7 kJ/mol. For the strongest force on any atom, the calculation gives 0.074 hartree/bohr.

Geometry (Å):
1 C 1.5375 -0.3578 -0.9239
2 O -1.0774 1.9861 -0.5891
3 O -0.7436 -0.4594 0.4581
4 O -2.7294 1.0627 0.9605
5 O 0.3170 -1.7773 2.2756
6 O 1.2082 0.4986 1.6465
7 O 1.6342 -1.3442 0.0995
8 S -3.3564 0.7028 -1.8618
9 S -1.9389 0.8824 -0.2313
10 S 0.5665 -0.7243 1.2860
11 H 0.6732 -0.8041 -1.4232
12 H 2.5362 -0.2613 -1.3608
13 H 1.3730 0.5958 -0.3360

Force components x, y, z for each atom (eV/Å):
C 0.1544 0.5837 1.0198
O 0.5961 -1.2144 0.2011
O 0.8764 -1.1379 0.3981
O 0.6342 -0.8257 -0.1357
O 0.6625 1.8348 -1.9510
O -0.3212 0.2101 0.9732
O -1.4605 -0.0419 3.0068
S 1.7276 -0.9851 1.2421
S -2.1583 3.1138 -0.3710
S -0.5216 -1.9693 -0.4747
H 0.4431 1.3755 -1.4200
H -0.5089 -0.3803 -0.6358
H -0.1237 -0.5632 -1.8528

***

# 2
Molecular formula: C22H31N3O2S
Method: DFT, ωB97M-V/def2-TZVPD

Its LUMO energy is 0.084 eV. As for the energy above the lowest of the compared OMol25 structures with the same formula, charge and spin: 8.6 kJ/mol. For the strongest force on any atom, the calculation gives 0.014 hartree/bohr. Its structure (SMILES) is CCn1c(=O)cc(SCC(=O)NCCCN2CCC(C)CC2)c2ccccc21.

Geometry (Å):
1 C -1.2201 -1.3797 -2.6213
2 H -1.6621 -1.1234 -1.6620
3 H -2.0023 -1.6777 -3.3146
4 H -0.7275 -0.4924 -3.0094
5 C -0.2017 -2.5045 -2.4685
6 N 0.7891 -2.1788 -1.4557
7 C 0.5252 -2.3456 -0.1212
8 C -0.6875 -2.8835 0.3349
9 C -0.9258 -3.0644 1.6778
10 C 0.0305 -2.7125 2.6241
11 C 1.2220 -2.1729 2.2039
12 C 1.4895 -1.9784 0.8454
13 C 2.7183 -1.3870 0.3871
14 C 2.9495 -1.2475 -0.9347
15 C 1.9827 -1.6456 -1.9329
16 O 2.1792 -1.5293 -3.1297
17 H 3.8473 -0.8136 -1.3416
18 S 3.8532 -0.8419 1.6310
19 C 4.9976 0.2254 0.7115
20 C 4.3148 1.3760 -0.0274
21 O 4.7156 1.7522 -1.1057
22 N 3.2842 1.9273 0.6351
23 H 3.0248 1.5599 1.5394
24 C 2.4842 3.0013 0.0926
25 C 0.9960 2.7670 0.3318
26 H 0.8192 2.6670 1.4057
27 C 0.4830 1.5088 -0.3922
28 N -0.9087 1.1712 -0.1879
29 C -1.8462 2.1518 -0.6996
30 C -3.2494 1.5521 -0.7432
31 C -3.6818 1.0968 0.6503
32 C -5.0568 0.4378 0.6162
33 H -5.0419 -0.4378 -0.0293
34 H -5.8036 1.1310 0.2359
35 H -5.3551 0.1238 1.6139
36 C -2.6219 0.1415 1.1974
37 C -1.2448 0.7987 1.1717
38 H -0.4926 0.0938 1.5352
39 H -1.2587 1.6717 1.8500
40 H -2.5948 -0.7599 0.5838
41 H -2.8640 -0.1518 2.2206
42 H -3.7297 1.9753 1.3050
43 H -3.2492 0.6962 -1.4194
44 H -3.9486 2.2947 -1.1321
45 H -1.5319 2.4336 -1.7074
46 H -1.8699 3.0646 -0.0769
47 H 1.0727 0.6483 -0.0667
48 H 0.6403 1.6302 -1.4681
49 H 0.4505 3.6428 -0.0220
50 H 2.7074 3.0503 -0.9761
51 H 2.7848 3.9513 0.5528
52 H 5.6635 0.6317 1.4756
53 H 5.5903 -0.3660 0.0139
54 H 1.9777 -1.8910 2.9221
55 H -0.1625 -2.8584 3.6753
56 H -1.8687 -3.4825 1.9969
57 H -1.4553 -3.1672 -0.3645
58 H -0.6798 -3.4546 -2.2224
59 H 0.3497 -2.6260 -3.4044

Force components x, y, z for each atom (eV/Å):
C 0.1151 -0.2535 0.0420
H -0.0818 0.0666 0.0565
H -0.1115 -0.0011 -0.0841
H 0.0381 0.1242 -0.0290
C -0.2672 0.0061 -0.4039
N 0.1438 -0.0034 -0.2908
C 0.1237 0.0113 0.6866
C -0.0728 -0.0552 -0.1194
C 0.0957 0.0390 -0.0023
C -0.0030 -0.0001 0.1328
C -0.0305 -0.0160 -0.1273
C -0.3506 -0.0956 -0.0133
C 0.5858 0.2256 -0.3705
C 0.1469 0.0525 0.4135
C -0.1108 -0.1235 -0.0006
O 0.1033 0.1356 -0.1636
H 0.0975 0.0580 -0.0284
S 0.1519 -0.0425 0.0593
C -0.2515 -0.3906 -0.0480
C 0.1097 -0.2080 0.4011
O 0.1809 0.0636 -0.3895
N -0.2810 0.1868 0.2628
H 0.0827 -0.1073 -0.1451
C -0.1206 0.2958 -0.0783
C 0.0732 -0.3042 -0.2251
H -0.0726 0.0867 0.0698
C 0.1370 0.1576 0.1508
N -0.1256 0.0455 0.0389
C -0.1466 -0.1509 -0.1923
C 0.1229 0.3067 0.2783
C -0.0779 -0.3281 -0.1896
C 0.2299 0.2309 0.0879
H -0.0176 -0.1327 -0.0909
H -0.1438 0.0327 -0.0490
H -0.0926 -0.0704 0.0979
C 0.0662 0.4099 0.1411
C -0.0977 -0.3104 0.0058
H 0.0493 0.0271 0.0416
H 0.0511 -0.0283 0.0225
H -0.0066 -0.0954 -0.0313
H -0.0471 -0.0649 0.0557
H 0.0384 0.0229 -0.0024
H -0.0241 -0.0681 -0.0836
H -0.0688 0.0035 -0.0518
H 0.0267 0.0791 0.0120
H 0.0263 0.0251 -0.0558
H 0.0355 0.0369 -0.0829
H 0.0912 -0.0279 -0.0296
H -0.0207 0.0701 0.0903
H -0.0132 0.0690 0.0977
H -0.0188 -0.0584 -0.1714
H 0.0007 -0.0459 -0.0289
H -0.0302 0.1852 -0.0242
H -0.0246 -0.0019 0.1186
H -0.0093 -0.0143 0.1018
H -0.0934 -0.0331 -0.0030
H -0.0591 0.0126 -0.1078
H 0.0807 0.0539 0.0134
H -0.1324 -0.0888 0.2349

***

# 3
Molecular formula: C27H26FeN7O5S4
Method: DFT, ωB97M-V/def2-TZVPD

Its net charge is -1. Its LUMO energy is 1.447 eV. As for the energy above the lowest of the compared OMol25 structures with the same formula, charge and spin: 57.6 kJ/mol. For the strongest force on any atom, the calculation gives 0.011 hartree/bohr.

Geometry (Å):
1 Fe -1.7004 0.3291 0.6517
2 C -3.0956 5.9689 -0.0962
3 S -3.9961 4.9425 1.0758
4 C -3.1698 3.3977 0.9015
5 S -3.6125 2.3622 2.2253
6 N -2.4133 3.2560 -0.1184
7 N -1.6715 2.0905 -0.2572
8 C -0.7149 2.2503 -1.0982
9 C 0.2365 1.1619 -1.2734
10 C 1.2312 1.1742 -2.2379
11 C 2.0710 0.0743 -2.3329
12 C 1.9199 -0.9687 -1.4367
13 C 0.9139 -0.8813 -0.4834
14 N 0.0714 0.1437 -0.4161
15 H -3.4846 6.9777 0.0351
16 H -3.2620 5.6353 -1.1167
17 H -2.0320 5.9469 0.1278
18 H -0.5864 3.1982 -1.6107
19 H 1.3197 2.0161 -2.9121
20 H 2.8232 0.0167 -3.1085
21 H 2.5141 -1.8672 -1.5220
22 H 0.7522 -1.6768 0.2330
23 C 5.4485 -0.0962 -0.4752
24 C 4.2858 0.4146 0.3293
25 C 3.7726 -0.3377 1.3875
26 C 2.6895 0.1098 2.1208
27 C 2.0870 1.3200 1.7919
28 C 2.5867 2.0824 0.7527
29 C 3.6848 1.6288 0.0321
30 S 0.6287 1.8624 2.6584
31 O 0.2596 3.1213 2.0639
32 O 0.9509 1.8125 4.0647
33 N -0.4932 0.8089 2.2682
34 C -0.6826 -0.4207 2.8453
35 C -0.2925 -0.9182 4.0975
36 C -0.7528 -2.1634 4.4686
37 C -1.5969 -2.8913 3.6280
38 C -1.9279 -2.3368 2.4088
39 N -1.4522 -1.1605 2.0121
40 H 6.3170 -0.2823 0.1596
41 H 5.7381 0.6171 -1.2458
42 H 5.1935 -1.0362 -0.9673
43 H 4.2298 -1.2889 1.6355
44 H 2.3052 -0.4844 2.9388
45 H 2.1034 3.0190 0.5093
46 H 4.0672 2.2247 -0.7887
47 H 0.3061 -0.3026 4.7524
48 H -0.4766 -2.5651 5.4360
49 H -1.9910 -3.8555 3.9138
50 H -2.5962 -2.8412 1.7222
51 N -2.6980 -0.6591 -0.9203
52 C -1.9516 -1.5678 -1.7431
53 C -1.4675 -1.1395 -2.9729
54 C -0.6013 -1.9417 -3.6997
55 C -0.2203 -3.1841 -3.2112
56 C -0.7549 -3.6349 -2.0147
57 C -1.6116 -2.8291 -1.2762
58 S 1.0486 -4.1330 -4.0563
59 O 0.9180 -3.7570 -5.4535
60 O 0.7374 -5.5180 -3.7505
61 O 2.2817 -3.6524 -3.4323
62 H -3.0922 0.0739 -1.5029
63 H -3.4925 -1.0847 -0.4424
64 H -1.7519 -0.1614 -3.3487
65 H -0.2067 -1.6168 -4.6540
66 H -0.4777 -4.6204 -1.6625
67 H -1.9953 -3.1728 -0.3232
68 N -4.4674 -0.0474 1.4301
69 C -3.4224 0.6696 1.4194
70 H -5.2809 0.3877 1.8648

Force components x, y, z for each atom (eV/Å):
Fe 0.3986 0.1424 -0.1267
C 0.0074 -0.0137 -0.0161
S -0.0064 0.0192 0.0201
C -0.1326 0.0086 0.1542
S -0.0382 -0.0070 0.0850
N 0.0585 -0.1074 -0.1856
N 0.2698 0.2288 -0.2255
C 0.0073 -0.0697 0.0897
C -0.0299 -0.0112 -0.0941
C -0.0582 -0.0918 0.0048
C -0.0832 -0.0084 -0.0781
C -0.1767 -0.0113 -0.1290
C -0.0771 -0.0383 -0.0495
N -0.0671 -0.2053 -0.1136
H 0.0065 0.0068 -0.0056
H -0.0019 0.0028 0.0039
H 0.0059 0.0050 0.0028
H -0.0370 0.0085 -0.0104
H 0.0016 0.0089 -0.0001
H 0.0083 -0.0032 -0.0018
H 0.0431 -0.0352 0.0036
H -0.0242 -0.0174 -0.0109
C -0.0209 -0.0059 0.0069
C 0.0594 0.0207 0.1216
C 0.0774 0.0752 0.0600
C 0.0486 0.0067 0.0051
C 0.0034 0.0146 -0.0033
C 0.0463 -0.0188 0.0099
C 0.0458 0.0150 0.0895
S -0.0123 0.1071 -0.0350
O 0.0340 -0.0307 0.0541
O -0.0116 -0.0435 -0.0229
N -0.4322 -0.3086 0.2097
C -0.0294 0.1580 -0.0696
C 0.0267 0.0462 0.0164
C -0.0506 -0.0418 -0.0520
C 0.0553 0.0352 0.0295
C 0.0926 -0.0529 -0.0140
N 0.1104 0.0694 -0.0612
H -0.0150 -0.0074 -0.0079
H 0.0078 0.0145 -0.0069
H 0.0032 -0.0346 -0.0178
H -0.0002 -0.0108 -0.0055
H -0.0339 -0.0086 0.0461
H -0.0049 0.0102 0.0082
H 0.0041 0.0036 -0.0073
H 0.0060 -0.0242 -0.0262
H 0.0000 -0.0024 -0.0007
H 0.0018 -0.0007 0.0075
H -0.0027 0.0063 0.0171
N -0.2618 0.2164 0.1225
C 0.0849 0.0000 0.0152
C -0.0157 -0.0046 0.0467
C 0.0022 -0.0527 0.0051
C 0.0075 0.0978 -0.0136
C -0.0147 -0.0260 0.0468
C -0.0179 -0.0233 -0.0020
S 0.1264 0.0207 0.0502
O -0.0343 0.0063 -0.0360
O -0.0256 -0.0113 -0.0031
O -0.0460 0.0758 0.0621
H 0.0025 0.0154 0.0509
H 0.0848 -0.0882 0.0353
H 0.0056 0.0132 -0.0015
H 0.0105 0.0057 0.0022
H 0.0040 0.0021 0.0073
H 0.0028 0.0088 -0.0189
N 0.0858 -0.1523 0.0480
C -0.0594 0.0847 -0.0654
H -0.0251 0.0089 -0.0202

***

# 4
Molecular formula: C20H15AuBrN4O3S
Method: DFT, ωB97M-V/def2-TZVPD

Its net charge is +3. Its LUMO energy (alpha / beta) is -12.764 / -12.765 eV. As for the energy above the lowest of the compared OMol25 structures with the same formula, charge and spin: 74.3 kJ/mol. For the strongest force on any atom, the calculation gives 0.014 hartree/bohr.

Geometry (Å):
1 Au -1.6096 -0.7885 -0.8796
2 O -1.9601 1.5595 0.1535
3 S -0.6627 1.7682 0.7391
4 O -0.4176 1.5210 2.1179
5 N 0.1415 0.3966 -0.0790
6 C 1.3602 0.0711 -0.1714
7 C 2.4914 0.8407 0.4072
8 C 3.7495 0.3738 0.3096
9 C 4.0021 -0.8542 -0.3838
10 C 3.0036 -1.6444 -0.9696
11 C 3.2980 -2.8445 -1.6482
12 C 2.2514 -3.5478 -2.2071
13 C 0.9654 -3.0412 -2.0726
14 N 0.6645 -1.8865 -1.4309
15 C 1.6615 -1.2191 -0.8982
16 C 0.0731 3.2023 0.1720
17 C -0.0896 3.5795 -1.1665
18 C 0.4795 4.7694 -1.5713
19 C 1.1696 5.5618 -0.6539
20 C 1.3057 5.1788 0.6750
21 C 0.7626 3.9813 1.1072
22 H 2.2774 1.7724 0.9167
23 H 4.5802 0.9176 0.7398
24 H 5.0334 -1.1896 -0.4673
25 H 4.3202 -3.1975 -1.7259
26 H 2.4154 -4.4743 -2.7400
27 H 0.1271 -3.5779 -2.4990
28 H -0.6696 2.9804 -1.8562
29 H 0.3694 5.0986 -2.5954
30 H 1.5919 6.5037 -0.9792
31 H 1.8187 5.8205 1.3778
32 H 0.8350 3.6748 2.1424
33 O -4.2456 -0.7279 -1.8906
34 N -3.1750 -0.7941 -2.1151
35 Br -4.8769 -4.1467 3.9717
36 C -3.9812 -3.2506 2.6370
37 C -3.2800 -2.0802 2.9160
38 C -2.6278 -1.4320 1.8942
39 N -2.6429 -1.8985 0.6280
40 C -3.3216 -3.0337 0.3583
41 C -3.9984 -3.7311 1.3280
42 H -3.2517 -1.6709 3.9160
43 H -2.0958 -0.5096 2.0849
44 H -3.3114 -3.3954 -0.6621
45 H -4.5309 -4.6359 1.0707

Force components x, y, z for each atom (eV/Å):
Au 0.0647 -0.5964 0.4149
O 0.0681 0.2233 0.0394
S -0.0756 -0.0737 0.1130
O -0.0325 -0.0821 -0.0290
N -0.3168 -0.0436 -0.2242
C 0.5485 0.0259 0.0678
C -0.4287 -0.1696 -0.1321
C 0.1691 -0.2968 -0.1631
C 0.1112 0.2166 0.1385
C 0.0934 0.0177 0.0240
C -0.0203 -0.0123 -0.0224
C 0.0166 -0.0050 0.0045
C -0.1112 0.1372 0.0653
N 0.2078 -0.2043 -0.1950
C -0.0192 0.3880 0.2298
C 0.1482 0.2151 -0.0163
C 0.0046 0.0444 0.1772
C 0.0423 0.0641 -0.0290
C -0.0152 0.0375 -0.0531
C 0.0131 -0.0080 0.0139
C -0.0275 0.0149 -0.1422
H -0.0392 -0.0283 -0.0147
H 0.0167 -0.0255 -0.0145
H -0.0176 0.0083 0.0155
H -0.0092 0.0030 0.0084
H -0.0206 0.0009 -0.0043
H -0.0031 0.0102 0.0001
H -0.0020 -0.0140 0.0241
H 0.0044 0.0072 0.0068
H -0.0010 -0.0069 -0.0118
H 0.0097 0.0026 -0.0041
H -0.0212 -0.0153 0.0014
O -0.4017 -0.0839 0.0391
N 0.1092 0.2435 -0.3385
Br -0.1341 -0.1332 0.1973
C 0.0486 0.0601 -0.0790
C 0.0134 0.0140 -0.0204
C -0.0225 0.0288 -0.0729
N -0.0878 -0.0017 0.0770
C 0.0516 0.0132 -0.0281
C 0.0222 0.0217 -0.0330
H 0.0087 0.0008 -0.0026
H 0.0126 -0.0097 -0.0299
H 0.0171 0.0129 0.0044
H 0.0048 -0.0015 -0.0021

***

# 5
Molecular formula: C2H7S2
Method: DFT, ωB97M-V/def2-TZVPD

Its net charge is -1. Its LUMO energy is 3.843 eV. As for the energy above the lowest of the compared OMol25 structures with the same formula, charge and spin: 19.1 kJ/mol. For the strongest force on any atom, the calculation gives 0.010 hartree/bohr.

Geometry (Å):
1 S 0.7208 1.1210 1.8073
2 H 1.9230 0.8286 2.2841
3 H 0.7911 0.1235 0.6464
4 C -1.9543 -0.1127 -0.7449
5 C -0.5925 0.0129 -1.4283
6 S 0.6359 -1.0992 -0.7024
7 H -1.9043 0.1950 0.3004
8 H -2.2737 -1.1574 -0.7405
9 H -2.7577 0.4814 -1.2020
10 H -0.2621 1.0547 -1.3638
11 H -0.6807 -0.2045 -2.4948

Force components x, y, z for each atom (eV/Å):
S -0.3920 0.2709 -0.1570
H 0.3450 -0.1456 0.0375
H 0.0459 -0.2297 0.1922
C -0.2535 -0.1269 0.0937
C -0.3460 0.1584 -0.0721
S 0.2195 0.0951 0.0567
H 0.1809 -0.0089 0.0416
H 0.0186 -0.0094 -0.0514
H 0.1719 0.0541 -0.1914
H 0.1133 -0.0137 0.0868
H -0.1036 -0.0444 -0.0368

***

# 6
Molecular formula: C2BrF2IO
Method: DFT, ωB97M-V/def2-TZVPD

Its LUMO energy is -1.129 eV. As for the energy above the lowest of the compared OMol25 structures with the same formula, charge and spin: 147.4 kJ/mol. For the strongest force on any atom, the calculation gives 0.080 hartree/bohr.

Geometry (Å):
1 C -0.7671 0.3559 0.3833
2 C 0.5457 -0.3025 -0.4020
3 O -0.7720 0.3651 1.5381
4 F -2.1594 1.1093 -0.1106
5 F 0.3869 -0.3942 -1.7131
6 Br 0.6343 -2.1076 0.2904
7 I 2.1317 0.9739 0.0139

Force components x, y, z for each atom (eV/Å):
C -1.9459 1.1403 -0.0027
C -2.6003 0.3425 0.2434
O 0.3039 -0.1863 0.4269
F 3.6220 -1.9621 -0.3701
F -0.2723 0.1584 -0.5770
Br 0.2229 0.2157 0.0474
I 0.6698 0.2916 0.2322